## a
{"formula": "C21H24N2OP2STm", "method": "ωB97M-V/def2-TZVPD", "elements": ["C", "C", "C", "C", "C", "C", "C", "C", "C", "C", "C", "C", "C", "H", "H", "H", "H", "H", "H", "H", "N", "Tm", "C", "H", "H", "C", "H", "H", "P", "P", "C", "H", "H", "H", "C", "H", "H", "H", "C", "H", "H", "H", "C", "H", "H", "H", "C", "O", "H", "S", "C", "N"], "xyz": [[0.12935, -3.91020, 0.66501], [0.32186, -2.61658, 0.18615], [-0.78623, -1.72505, 0.19151], [-2.05207, -2.19024, 0.53977], [-2.22194, -3.48212, 1.03324], [-1.12696, -4.34236, 1.10067], [-3.20161, -1.20056, 0.53736], [-2.99335, -0.10151, -0.49052], [-1.68817, 0.28710, -0.77729], [-1.45311, 1.35230, -1.70036], [-2.55244, 2.05233, -2.19274], [-3.85621, 1.70326, -1.83282], [-4.07723, 0.61744, -0.98736], [0.98170, -4.59247, 0.69020], [-3.21774, -3.79187, 1.35662], [-1.25208, -5.35416, 1.48304], [-4.13253, -1.73088, 0.31121], [-2.37959, 2.88534, -2.87903], [-4.69933, 2.27239, -2.22091], [-5.08388, 0.31320, -0.69430], [-0.62676, -0.34674, -0.07846], [0.33638, 0.87296, 1.25346], [1.67923, -2.16468, -0.31786], [1.60516, -1.73990, -1.33214], [2.39219, -3.00014, -0.32664], [-0.04463, 1.72948, -2.13168], [0.54066, 0.83699, -2.40840], [-0.07247, 2.42311, -2.98349], [2.40860, -0.83738, 0.74088], [0.91957, 2.59633, -0.79704], [0.25344, 4.28781, -0.87709], [0.53277, 4.78876, 0.06002], [0.69378, 4.82613, -1.72789], [-0.84026, 4.27428, -0.96077], [2.55925, 2.79256, -1.56642], [2.54091, 3.65842, -2.24304], [3.28870, 2.96549, -0.76443], [2.84215, 1.88570, -2.11705], [2.99708, -1.80250, 2.17825], [3.88432, -2.38555, 1.89679], [3.25011, -1.10071, 2.98306], [2.20403, -2.46948, 2.53804], [3.97286, -0.44710, -0.10467], [4.40205, 0.44008, 0.37969], [4.66433, -1.29621, -0.00927], [3.78981, -0.22254, -1.16369], [-3.24521, -0.57694, 1.85520], [-2.41865, 0.16747, 2.34634], [-4.20774, -1.00380, 2.16455], [2.61282, 2.40380, 2.41435], [1.64716, 1.38631, 3.22222], [0.77992, 0.61263, 3.55774]], "charge": 1, "homo_lumo_gap_ev": [7.37, 7.42], "e_lumo_ev": [-3.223, -3.174], "multiplicity": 3}

---

## b
{"formula": "C21H24N2OP2STm", "method": "ωB97M-V/def2-TZVPD", "elements": ["C", "C", "C", "C", "C", "C", "C", "C", "C", "C", "C", "C", "C", "H", "H", "H", "H", "H", "H", "H", "N", "Tm", "C", "H", "H", "C", "H", "H", "P", "P", "C", "H", "H", "H", "C", "H", "H", "H", "C", "H", "H", "H", "C", "H", "H", "H", "C", "O", "H", "S", "C", "N"], "xyz": [[-1.50045, 3.40326, -3.70416], [-1.30591, 2.09816, -3.28057], [0.00860, 1.54860, -3.29570], [1.08935, 2.31400, -3.84935], [0.83279, 3.65691, -4.26081], [-0.43936, 4.19152, -4.18876], [2.35435, 1.71729, -3.94764], [2.48684, 0.32521, -3.78684], [1.37717, -0.40692, -3.23180], [1.44442, -1.82454, -3.15474], [2.63325, -2.45597, -3.48887], [3.74594, -1.74604, -3.97452], [3.67720, -0.38139, -4.12716], [-2.49986, 3.83529, -3.62582], [1.66512, 4.21526, -4.69268], [-0.62688, 5.22785, -4.46968], [3.21156, 2.31499, -4.27650], [2.70970, -3.53238, -3.35348], [4.67268, -2.27954, -4.20671], [4.49763, 0.20389, -4.56226], [0.30406, 0.31237, -2.71201], [0.08898, 0.11956, -0.45581], [-2.48770, 1.29623, -2.76986], [-2.53692, 0.30390, -3.25370], [-3.43198, 1.81642, -2.96234], [0.26162, -2.64272, -2.67642], [-0.66479, -2.32899, -3.17762], [0.41945, -3.71195, -2.86418], [-2.41659, 1.03663, -0.93758], [0.02441, -2.49854, -0.83908], [1.34476, -3.55655, -0.18132], [1.27566, -3.53386, 0.91341], [1.21454, -4.58599, -0.54879], [2.32986, -3.17066, -0.47718], [-1.50873, -3.41461, -0.51741], [-1.37926, -4.47004, -0.78631], [-1.75001, -3.31644, 0.54918], [-2.33891, -2.96508, -1.08560], [-2.68575, 2.72998, -0.31525], [-3.68921, 3.07386, -0.59463], [-2.57066, 2.68983, 0.77717], [-1.91226, 3.40986, -0.70742], [-3.97534, 0.19989, -0.53442], [-4.02799, 0.07280, 0.55249], [-4.82130, 0.80304, -0.89418], [-3.96320, -0.80451, -0.98908], [2.61575, 0.38098, -0.23674], [3.05079, -0.59384, 0.33606], [3.27616, 1.06348, -0.92200], [-1.13331, -0.49841, 1.83240], [0.12203, 0.00962, 2.83670], [0.93154, 0.34795, 3.62331]], "charge": 1, "homo_lumo_gap_ev": [4.84, 4.84], "e_lumo_ev": [-4.867, -4.864], "multiplicity": 3}

---

Most stable pick: a. Distance to second place: 0.0741 hartree.

---

## a
{"formula": "C6H15NO2", "method": "ωB97M-V/def2-TZVPD", "elements": ["C", "C", "C", "C", "C", "C", "N", "O", "O", "H", "H", "H", "H", "H", "H", "H", "H", "H", "H", "H", "H", "H", "H", "H"], "xyz": [[-0.32473, -0.62623, 0.55930], [-0.08341, 0.55249, -0.37143], [-0.82929, -0.27726, 1.95689], [-0.18371, 1.97858, 0.07121], [0.25727, 0.32354, -1.81271], [2.05052, -1.50586, -0.11393], [1.30208, -0.44893, 0.54129], [-0.86466, -1.66382, -0.00605], [-2.33090, 0.14729, -1.02630], [-1.95782, -0.77819, -0.74897], [-3.07945, 0.31808, -0.44182], [1.77230, 0.01229, 1.30663], [-1.83126, 0.14815, 1.89449], [-0.20044, 0.44523, 2.48640], [-0.86511, -1.20305, 2.52888], [-0.71098, 2.57496, -0.67389], [1.26376, 0.69837, -2.01205], [-0.68349, 2.13203, 1.02469], [0.82328, 2.39104, 0.17588], [-0.43183, 0.89141, -2.43540], [0.19539, -0.73171, -2.06529], [2.77548, -1.93536, 0.57860], [1.34842, -2.28668, -0.41356], [2.58857, -1.15636, -1.00287]], "homo_lumo_gap_ev": 9.17, "e_lumo_ev": 0.708}

---

## b
{"formula": "C6H15NO2", "method": "ωB97M-V/def2-TZVPD", "elements": ["C", "C", "C", "C", "O", "H", "H", "H", "H", "H", "H", "H", "H", "H", "H", "C", "C", "N", "O", "H", "H", "H", "H", "H"], "xyz": [[-1.08830, -0.03026, 0.07098], [-2.15366, 0.28261, -0.97931], [-1.22278, -1.48552, 0.52998], [-1.23954, 0.92576, 1.25453], [1.59923, 1.14599, 0.77837], [1.41454, 1.99186, 0.35772], [-2.26598, -1.75729, 0.56568], [-2.21591, 0.76530, 1.72077], [-3.13628, 0.31262, -0.51265], [-1.95288, 1.24911, -1.43489], [-2.13362, -0.47116, -1.75993], [-0.80322, -1.63535, 1.51714], [-0.67932, -2.13655, -0.16207], [-1.18007, 1.96271, 0.92126], [-0.47493, 0.73913, 2.01223], [2.39415, 0.32257, -1.37862], [1.43657, 0.09861, -0.19991], [1.75331, -1.14868, 0.43955], [0.16559, 0.15199, -0.75135], [2.73262, -1.13920, 0.70815], [1.22001, -1.25582, 1.29663], [3.42346, 0.26378, -1.04906], [2.20085, -0.44441, -2.12044], [2.20615, 1.29224, -1.82475]], "smiles": "CC(C)(C)O[C@](C)(N)O", "homo_lumo_gap_ev": 10.81, "e_lumo_ev": 0.857}

---

## c
{"formula": "C6H15NO2", "method": "ωB97M-V/def2-TZVPD", "elements": ["C", "C", "C", "N", "O", "H", "H", "H", "H", "H", "H", "H", "H", "H", "C", "C", "C", "O", "H", "H", "H", "H", "H", "H"], "xyz": [[0.08842, -0.46300, -1.64736], [-1.29535, 0.12292, -1.75474], [0.18518, -1.87332, -1.25883], [1.08956, 1.82737, -0.57614], [0.91229, 0.43939, -0.45990], [0.72245, -0.19607, -2.49635], [0.17967, 2.27139, -0.70936], [1.65813, 1.98960, -1.40708], [1.04962, -1.95092, -0.45156], [-1.27499, 1.20732, -1.87049], [-1.88803, -0.12857, -0.87606], [-1.78625, -0.29687, -2.63594], [0.39084, -2.52616, -2.10374], [-0.66296, -2.22260, -0.67729], [-0.11224, -0.33272, 1.97833], [-0.74497, 1.04711, 2.11231], [1.26304, -0.35715, 1.33598], [1.78204, -1.44548, 1.00584], [1.90368, 0.47547, 1.67137], [-0.76565, -1.01521, 1.43249], [0.02901, -0.77197, 2.97170], [-1.68851, 0.98819, 2.64745], [-0.07951, 1.73557, 2.63892], [-0.95546, 1.47572, 1.13047]], "smiles": "CC(C)ON.CCC=O", "homo_lumo_gap_ev": 9.54, "e_lumo_ev": 0.796}

---

Most stable pick: b. Distance to second place: 0.0890 hartree.

---

## a
{"formula": "C6H15NO2", "method": "ωB97M-V/def2-TZVPD", "elements": ["C", "C", "C", "C", "O", "H", "H", "H", "H", "H", "H", "H", "H", "H", "H", "C", "C", "N", "O", "H", "H", "H", "H", "H"], "xyz": [[1.30367, -0.52791, -0.12398], [2.46894, -0.47418, -1.09807], [1.73784, -0.61697, 1.33454], [0.53014, 1.14647, -0.27247], [0.43830, -1.50254, -0.46276], [-0.43802, -1.45710, 0.24414], [2.09736, -0.38098, -2.11613], [3.03607, -1.40421, -1.02403], [3.12522, 0.36179, -0.87680], [2.25252, -1.56703, 1.49273], [2.41382, 0.19321, 1.59673], [0.86113, -0.60034, 1.97991], [0.34200, 1.27588, -1.33684], [-0.22963, 1.52124, 0.40967], [1.38724, 1.76008, 0.00092], [-2.33822, -0.03517, -1.04781], [-2.06898, -0.05413, 0.43119], [-2.65043, 0.91267, 1.17634], [-1.54767, -1.03696, 0.99831], [-2.46062, 0.92144, 2.16579], [-3.02742, 1.73700, 0.74212], [-3.24841, -0.61248, -1.23248], [-2.45996, 0.98053, -1.41657], [-1.52492, -0.54030, -1.56446]], "smiles": "CC(C)(C)O.CC(N)=O", "homo_lumo_gap_ev": 9.01, "e_lumo_ev": 0.618}

---

## b
{"formula": "C6H15NO2", "method": "ωB97M-V/def2-TZVPD", "elements": ["C", "C", "C", "C", "N", "O", "H", "H", "H", "H", "H", "H", "H", "H", "H", "H", "H", "C", "C", "O", "H", "H", "H", "H"], "xyz": [[-0.90549, 0.23363, -0.47694], [-0.50567, -1.17361, 0.39752], [-1.27634, -2.30334, -0.26489], [-0.96519, -0.91913, 1.82694], [-0.13952, 1.34053, 0.02383], [-2.30208, 0.45011, -0.37014], [-2.57620, 1.14804, -0.97645], [-0.62946, 0.07001, -1.52700], [0.53091, -1.50439, 0.46861], [-0.25912, 2.18877, -0.52288], [-0.36095, 1.51193, 0.99880], [-0.86160, -2.51825, -1.24845], [-0.30269, -0.20858, 2.32053], [-1.98165, -0.53907, 1.82776], [-1.20047, -3.20751, 0.34610], [-2.32693, -2.03643, -0.35780], [-0.94171, -1.84906, 2.39219], [2.54443, 1.83751, -1.07219], [2.20476, 0.67167, -0.19706], [1.97510, -0.44533, -0.61666], [2.28293, 0.86928, 0.88660], [2.27928, 1.63254, -2.10775], [2.08266, 2.75501, -0.73300], [3.63500, 1.99568, -1.01765]], "smiles": "CC(C)[C@H](N)O.CC=O", "homo_lumo_gap_ev": 10.01, "e_lumo_ev": 0.678}

---

## c
{"formula": "C6H15NO2", "method": "ωB97M-V/def2-TZVPD", "elements": ["C", "C", "C", "C", "C", "C", "N", "O", "O", "H", "H", "H", "H", "H", "H", "H", "H", "H", "H", "H", "H", "H", "H", "H"], "xyz": [[0.06123, -0.02204, -0.61672], [-0.61743, 0.48587, 0.52772], [-1.73671, -0.67682, -1.27548], [1.14291, 1.31960, 1.33620], [0.51465, 0.96153, -1.66686], [0.87566, -1.28667, -0.49505], [-1.05368, -0.38178, 1.54241], [-2.16091, -1.79172, -0.57665], [1.65280, 0.23669, 2.11334], [-2.13103, -1.56234, 0.37217], [2.60375, 0.32327, 2.25416], [-1.24794, 1.35512, 0.36754], [-1.53109, 0.11182, 2.28502], [-0.26695, -0.89322, 1.93731], [-2.46820, 0.13856, -1.30725], [-1.44465, -0.97421, -2.28072], [0.73361, 2.08356, 2.00500], [1.91420, 1.77900, 0.71154], [1.55983, 1.22763, -1.50983], [0.43799, 0.51149, -2.65788], [-0.07811, 1.87557, -1.64642], [1.34143, -1.52066, -1.45180], [1.66795, -1.18079, 0.24493], [0.23068, -2.11945, -0.21267]], "homo_lumo_gap_ev": 7.61, "e_lumo_ev": 0.758}

---

Most stable pick: a. Distance to second place: 0.0186 hartree.